DFT (wB97M-V/def2-TZVPD) results for a cluster of 2 separate species, C3H8N2O in total in a non-equilibrium geometry.

Output
HOMO energy	-8.204	eV
structure (SMILES)	NC#CN.CO
net charge	0
M	88.11	g/mol
E	-303.713707	a.u.
Kohn-Sham gap	0.32819	Ha

```
14
Properties=species:S:1:pos:R:3:forces:R:3:lowdin_charge:R:1
C -2.0517 -0.4562 0.4203 0.0 -0.3 -0.1 -0.230
C 0.7850 0.7472 -0.2892 1.7 -0.9 0.6 -0.127
N 0.4279 1.9353 0.1624 -0.5 -0.2 -0.3 0.111
N 2.2953 -1.2099 -0.2245 0.3 -0.3 -0.1 0.036
C 1.2073 -0.4353 -0.4686 0.1 1.6 0.2 -0.197
O -1.2972 -0.2254 -0.7340 1.3 -1.5 -0.3 -0.284
H -0.3171 1.9764 0.8492 0.2 0.0 0.0 0.107
H 0.4265 2.7097 -0.4889 -0.1 -0.1 0.0 0.107
H 2.5137 -1.9134 -0.9120 -0.2 -0.1 0.2 0.081
H 3.1174 -0.7871 0.1841 -0.1 0.1 -0.2 0.087
H -0.2747 -0.7845 -0.7303 -2.9 1.6 0.0 0.100
H -1.4275 -0.6859 1.2992 0.0 0.1 0.0 0.071
H -2.7425 -1.2979 0.2802 0.0 0.0 0.1 0.067
H -2.6625 0.4270 0.6522 0.1 0.0 0.0 0.068
```
Positions in Å, forces in eV/Å.



DFT (wB97M-V/def2-TZVPD) results for a cluster of 2 separate species, C8H17O2 in total.

Output
HOMO energy	-4.293	eV
net charge	-1
M	145.22	g/mol
E	-465.569302	a.u.
Kohn-Sham gap	0.30143	Ha

```
27
Properties=species:S:1:pos:R:3:forces:R:3:lowdin_charge:R:1
C -0.2172 2.9127 -1.1273 0.0 0.0 0.0 -0.132
C -0.5467 -2.1836 2.7550 0.0 0.0 0.0 -0.132
C -0.9313 1.7249 -0.4825 -0.3 -0.2 -0.2 -0.283
C 0.1674 -0.9958 2.1103 0.3 0.1 0.0 -0.294
C -0.0328 0.9599 0.4871 0.1 0.0 0.0 -0.240
C -0.7311 -0.2307 1.1406 -0.2 -0.2 -0.1 -0.247
H 0.6651 2.5635 -1.6897 -0.3 0.2 0.2 0.063
H 0.1183 3.6196 -0.3498 0.0 -0.1 -0.3 0.062
H -0.8885 3.4458 -1.8214 0.3 -0.1 0.2 0.062
H 0.1246 -2.7167 3.4491 -0.3 0.1 -0.2 0.059
H -0.8822 -2.8904 1.9776 0.1 0.2 0.3 0.076
H -1.4290 -1.8344 3.3174 0.2 -0.2 -0.1 0.061
H -1.8236 2.0847 0.0649 0.2 -0.1 -0.2 0.103
H -1.2780 1.0309 -1.2721 0.1 0.2 0.4 0.099
H 1.0598 -1.3555 1.5628 -0.4 0.2 0.2 0.099
H 0.5141 -0.3017 2.8999 0.0 -0.2 -0.2 0.099
H 0.8597 0.5989 -0.0593 -0.3 0.1 0.3 0.106
H 0.3140 1.6527 1.2778 0.0 -0.1 -0.2 0.109
H -1.6236 0.1303 1.6870 0.2 -0.1 -0.1 0.110
H -1.0779 -0.9236 0.3499 0.2 0.3 0.3 0.102
O -0.7176 -1.2203 -2.0652 0.6 -0.2 0.3 -0.106
O 0.9781 -2.1142 -0.8393 -0.4 0.4 -0.5 -0.097
C 0.4937 -1.4408 -1.7898 -0.1 -0.2 0.0 -0.777
C 1.5296 -0.7616 -2.7275 0.2 -0.1 -0.3 -0.055
H 1.7660 0.2379 -2.3254 0.0 -0.3 -0.1 0.045
H 2.4621 -1.3482 -2.7825 -0.3 0.2 0.2 0.054
H 1.1271 -0.6443 -3.7476 0.0 0.1 0.4 0.055
```
Positions in Å, forces in eV/Å.



Short version: energy above the lowest of the compared OMol25 structures with the same formula, charge and spin = 112.0; 0.0 kcal per mole, in the order given.